(1)
Formula: C18H29N7O5SV
Source: the Open Molecules 2025 dataset
Level of theory: ωB97M-V/def2-TZVPD

Atoms and positions in Å:
V1 0.75 0.45 0.00
C1 0.31 0.44 4.75
N1 -0.82 0.62 3.85
C2 -1.96 1.36 4.38
C3 -0.72 0.28 2.57
O1 0.27 -0.30 2.09
C4 -1.83 0.62 1.59
O2 -1.44 0.11 0.32
C5 -1.78 -1.25 0.06
C6 -0.55 -2.11 -0.18
O3 0.59 -1.63 -0.08
N2 -0.74 -3.38 -0.54
C7 0.40 -4.20 -0.94
C8 -2.06 -3.97 -0.72
H1 0.02 -0.18 5.59
H2 0.64 1.41 5.11
H3 1.13 -0.03 4.20
H4 -2.15 1.03 5.40
H5 -2.85 1.18 3.80
H6 -1.74 2.43 4.40
H7 -1.92 1.70 1.47
H8 -2.80 0.22 1.88
H9 -2.42 -1.28 -0.83
H10 -2.35 -1.66 0.90
H11 1.31 -3.62 -0.84
H12 0.28 -4.49 -1.99
H13 0.45 -5.09 -0.32
H14 -2.77 -3.58 0.01
H15 -1.98 -5.04 -0.56
H16 -2.44 -3.79 -1.72
N3 4.13 1.45 2.64
C9 3.33 1.22 1.55
S1 1.84 2.11 1.46
N4 3.72 0.35 0.68
N5 2.80 0.13 -0.32
C10 3.27 -0.46 -1.36
C11 2.50 -0.85 -2.52
C12 3.15 -1.62 -3.49
C13 2.51 -2.05 -4.63
C14 1.18 -1.70 -4.83
C15 0.51 -0.93 -3.90
C16 1.14 -0.50 -2.72
O4 0.45 0.24 -1.88
H17 3.98 2.29 3.15
H18 5.08 1.12 2.56
H19 4.33 -0.69 -1.37
H20 4.19 -1.88 -3.33
H21 3.04 -2.64 -5.37
H22 0.67 -2.01 -5.73
H23 -0.52 -0.63 -4.06
C17 -3.37 3.75 -1.25
N6 -2.28 2.84 -0.95
C18 -1.01 3.25 -0.68
N7 -0.81 4.56 -0.40
O5 -0.07 2.45 -0.63
H24 -4.26 3.17 -1.46
H25 -3.16 4.38 -2.12
H26 -3.59 4.38 -0.39
H27 -2.30 1.92 -1.35
H28 -1.47 5.26 -0.68
H29 0.15 4.84 -0.27

## Properties
Frontier orbital gap (spin up / spin down) in eV: 7.42 / 7.63
ΔE to the lowest compared entry with this formula, charge and spin in eV: 0.302
Lowest unoccupied orbital energy (spin up / spin down) in eV: -2.2 / -2.2
<S²>: 2.020
Spin multiplicity: 3
Highest occupied orbital energy (spin up / spin down) in eV: -9.6390 / -9.8652
Net charge: +1



(2)
Formula: C18H30BIrN10O2P
Source: the Open Molecules 2025 dataset
Level of theory: ωB97M-V/def2-TZVPD

Atoms and positions in Å:
Ir1 -16.46 -10.15 -0.81
C1 -13.40 -11.35 -1.92
C2 -13.44 -10.14 -1.03
C3 -12.37 -9.35 -0.52
C4 -12.95 -8.54 0.44
N1 -14.29 -8.75 0.53
N2 -14.58 -9.82 -0.34
B1 -15.48 -8.17 1.37
N3 -16.49 -7.51 0.30
C5 -16.99 -6.26 0.17
C6 -17.48 -6.07 -1.13
C7 -17.25 -7.29 -1.79
C8 -17.69 -7.65 -3.21
N4 -16.58 -8.15 -0.91
N5 -16.26 -9.41 1.95
C9 -16.79 -9.56 3.17
C10 -17.26 -10.84 3.37
C11 -17.00 -11.53 2.13
C12 -17.41 -12.87 1.61
N6 -16.51 -10.58 1.26
N7 -15.01 -7.28 2.46
C13 -14.88 -7.26 3.86
C14 -14.65 -5.99 4.32
C15 -14.51 -5.23 3.10
C16 -14.22 -3.78 2.89
N8 -14.67 -6.01 2.03
H1 -13.89 -12.27 -1.40
H2 -12.32 -11.56 -2.06
H3 -13.93 -11.18 -2.85
H4 -11.35 -9.47 -0.84
H5 -12.54 -7.71 1.08
H6 -17.02 -5.56 0.98
H7 -17.77 -5.18 -1.60
H8 -16.86 -7.80 -3.91
H9 -18.31 -6.87 -3.66
H10 -18.29 -8.57 -3.20
H11 -16.87 -8.71 3.86
H12 -17.59 -11.28 4.30
H13 -17.87 -13.49 2.40
H14 -16.49 -13.33 1.18
H15 -18.17 -12.80 0.80
H16 -14.85 -8.18 4.41
H17 -14.72 -5.58 5.38
H18 -13.14 -3.74 3.05
H19 -14.72 -3.10 3.65
H20 -14.41 -3.49 1.83
N9 -15.63 -13.55 -3.74
C17 -16.77 -13.30 -2.66
P1 -17.87 -11.80 -2.95
O1 -17.39 -11.08 -4.22
O2 -18.06 -10.93 -1.71
C18 -19.59 -12.39 -3.47
N10 -20.15 -11.66 -4.68
H21 -15.63 -12.62 -4.26
H22 -15.96 -14.33 -4.32
H23 -14.70 -13.75 -3.27
H24 -16.38 -13.24 -1.65
H25 -17.44 -14.17 -2.71
H26 -20.43 -12.28 -2.75
H27 -19.59 -13.46 -3.76
H28 -20.80 -10.91 -4.49
H29 -20.61 -12.31 -5.34
H30 -19.36 -11.24 -5.25

## Properties
Frontier orbital gap (spin up / spin down) in eV: 8.81 / 5.35
Lowest unoccupied orbital energy (spin up / spin down) in eV: -10.5 / -14.4
<S²>: 8.770
Spin multiplicity: 6
Highest occupied orbital energy (spin up / spin down) in eV: -19.2989 / -19.7437
Net charge: +4



(3)
Formula: C18H30ClNO4Ta
Source: the Open Molecules 2025 dataset
Level of theory: ωB97M-V/def2-TZVPD

Atoms and positions in Å:
N1 -4.76 -1.50 2.84
C1 -4.08 -0.21 2.64
C2 -4.99 0.81 1.97
C3 -5.16 0.56 0.47
Ta1 -3.48 1.20 -0.92
Cl1 -1.96 2.06 0.79
C4 -2.77 -1.03 -0.82
C5 -3.60 -2.03 -1.52
O1 -4.78 -2.25 -1.39
C6 -2.07 1.37 -2.71
C7 -0.62 1.84 -2.51
C8 0.39 0.72 -2.16
C9 0.97 0.77 -0.77
C10 0.70 -0.21 0.18
C11 1.26 -0.15 1.45
C12 2.12 0.89 1.79
C13 2.40 1.88 0.84
C14 1.84 1.81 -0.42
H1 -4.51 -1.91 3.73
H2 -4.54 -2.16 2.11
H3 -3.74 0.16 3.61
H4 -3.18 -0.33 2.04
H5 -4.65 1.82 2.19
H6 -5.96 0.70 2.46
H7 -6.01 1.15 0.12
H8 -5.45 -0.48 0.32
H9 -4.25 2.86 -1.19
H10 -4.64 0.69 -2.21
H11 -2.70 -1.36 0.22
H12 -1.79 -1.06 -1.30
H13 -3.04 -2.69 -2.22
H14 -2.04 0.42 -3.26
H15 -2.57 2.07 -3.40
H16 -0.28 2.27 -3.45
H17 -0.55 2.64 -1.77
H18 -0.06 -0.25 -2.34
H19 1.23 0.80 -2.85
H20 0.02 -1.01 -0.06
H21 1.02 -0.91 2.18
H22 2.55 0.94 2.78
H23 3.07 2.69 1.09
H24 2.10 2.57 -1.15
C15 7.51 -1.83 0.81
C16 6.17 -1.15 0.70
C17 5.11 -1.91 -0.08
O2 4.31 -0.85 -0.62
C18 5.08 0.25 -0.72
O3 4.76 1.25 -1.27
O4 6.26 0.06 -0.07
H25 8.20 -1.22 1.38
H26 7.40 -2.79 1.31
H27 7.93 -1.99 -0.18
H28 5.78 -0.88 1.69
H29 4.48 -2.56 0.53
H30 5.54 -2.48 -0.90

## Properties
Frontier orbital gap in eV: 6.71
Lowest unoccupied orbital energy in eV: 2.1
Highest occupied orbital energy in eV: -4.5831
Net charge: -1



(4)
Formula: C18H30F2K2NO22S2
Source: the Open Molecules 2025 dataset
Level of theory: ωB97M-V/def2-TZVPD

Atoms and positions in Å:
K1 3.99 4.53 -4.08
K2 5.36 -2.21 -2.81
N1 2.90 1.21 -0.68
S1 1.25 0.73 -0.30
O1 0.33 1.74 0.16
O2 0.97 -0.72 -0.03
F1 0.75 0.65 -1.86
S2 3.16 1.65 0.75
O3 2.94 0.75 1.88
O4 2.98 3.06 1.08
F2 4.77 1.57 0.53
C1 -5.88 3.72 1.30
C2 -7.26 3.32 0.82
O5 -8.13 3.85 1.82
C3 -7.39 4.32 2.84
O6 -7.78 4.63 3.98
O7 -6.16 4.33 2.49
H1 -5.35 4.38 0.61
H2 -5.25 2.86 1.51
H3 -7.36 2.25 0.98
H4 -7.43 3.71 -0.18
C4 6.04 -2.43 7.72
C5 7.05 -1.45 8.42
O8 6.81 -1.82 9.79
C6 6.11 -3.00 9.91
O9 5.92 -3.58 10.95
O10 5.64 -3.40 8.67
H5 6.50 -2.85 6.82
H6 5.09 -1.99 7.43
H7 6.71 -0.42 8.32
H8 8.10 -1.59 8.18
C7 -3.79 -5.21 -0.63
C8 -2.89 -6.23 -1.33
O11 -3.40 -7.46 -0.97
C9 -4.55 -7.31 -0.25
O12 -5.27 -8.22 0.18
O13 -4.90 -6.04 -0.27
H9 -4.03 -4.46 -1.39
H10 -3.28 -4.75 0.22
H11 -1.86 -6.02 -1.03
H12 -2.77 -6.11 -2.41
C10 5.54 9.56 -0.40
O14 5.69 10.87 -1.02
C11 5.64 10.97 -2.36
O15 5.47 10.09 -3.19
O16 5.87 12.28 -2.73
C12 6.13 12.67 -4.06
H13 5.85 8.73 -1.03
H14 4.60 9.32 0.09
H15 6.21 9.46 0.45
H16 6.86 11.96 -4.45
H17 6.60 13.65 -4.13
H18 5.24 12.75 -4.69
C13 -3.64 -3.73 -12.36
O17 -3.47 -2.50 -11.60
C14 -2.30 -2.11 -11.06
O18 -1.19 -2.71 -11.10
O19 -2.62 -1.10 -10.27
C15 -1.75 -0.50 -9.35
H19 -4.65 -3.80 -12.76
H20 -3.43 -4.68 -11.87
H21 -2.95 -3.68 -13.20
H22 -1.91 0.56 -9.17
H23 -0.70 -0.59 -9.65
H24 -1.88 -0.99 -8.39
C16 -4.00 -7.76 6.20
O20 -3.40 -6.48 6.38
C17 -2.25 -6.16 5.67
O21 -1.68 -6.88 4.87
O22 -1.85 -4.89 6.03
C18 -0.74 -4.16 5.45
H25 -5.06 -7.50 6.25
H26 -3.65 -8.46 6.96
H27 -3.74 -8.22 5.24
H28 0.06 -4.81 5.09
H29 -0.36 -3.62 6.31
H30 -1.18 -3.47 4.72

## Properties
Frontier orbital gap in eV: 6.70
ΔE to the lowest compared entry with this formula, charge and spin in eV: 2.600
Lowest unoccupied orbital energy in eV: -4.8
Highest occupied orbital energy in eV: -11.5296
Net charge: +1



(5)
Formula: C18H30F4IrN2O2PS2
Source: the Open Molecules 2025 dataset
Level of theory: ωB97M-V/def2-TZVPD

Atoms and positions in Å:
Ir1 -0.33 0.62 -1.32
C1 -2.36 -1.94 -1.47
N1 -2.37 -0.51 -1.77
C2 -2.80 -0.29 -3.15
C3 -3.23 0.22 -0.84
C4 -2.64 0.28 0.56
N2 -1.26 0.76 0.51
C5 -0.61 0.97 1.69
C6 0.72 1.43 1.71
F1 1.33 1.73 0.54
C7 1.44 1.62 2.86
F2 2.72 2.04 2.74
C8 0.90 1.41 4.11
C9 -0.42 1.01 4.13
F3 -1.03 0.80 5.32
C10 -1.16 0.81 2.98
F4 -2.45 0.44 3.17
H1 -3.38 -2.35 -1.57
H2 -2.00 -2.12 -0.46
H3 -1.70 -2.45 -2.17
H4 -3.85 -0.60 -3.29
H5 -2.16 -0.86 -3.82
H6 -2.71 0.77 -3.40
H7 -4.23 -0.23 -0.80
H8 -3.34 1.24 -1.23
H9 -2.68 -0.70 1.05
H10 -3.28 0.96 1.13
H11 1.47 1.55 5.01
C11 2.18 -5.98 0.60
C12 1.27 -4.80 0.84
O1 0.87 -4.26 -0.43
P1 1.03 -2.69 -0.85
S1 0.78 0.09 -3.07
S2 -0.30 -2.27 2.00
O2 2.59 -2.48 -0.36
C13 2.92 -1.24 0.26
C14 4.35 -1.31 0.75
H12 2.51 -6.39 1.56
H13 3.06 -5.66 0.04
H14 1.68 -6.76 0.04
H15 1.76 -4.02 1.43
H16 0.36 -5.09 1.37
H17 2.23 -1.07 1.09
H18 2.80 -0.42 -0.46
H19 4.48 -2.18 1.39
H20 4.59 -0.42 1.33
H21 5.05 -1.39 -0.08
C15 -0.28 4.14 -0.10
C16 0.15 3.64 -1.48
C17 0.17 4.80 -2.47
C18 -0.76 2.53 -2.00
H22 0.44 4.85 0.30
H23 -0.40 3.33 0.61
H24 -1.24 4.65 -0.18
H25 1.17 3.25 -1.41
H26 -0.84 5.19 -2.62
H27 0.55 4.49 -3.44
H28 0.79 5.63 -2.11
H29 -0.73 2.50 -3.09
H30 -1.80 2.74 -1.70

## Properties
Frontier orbital gap (spin up / spin down) in eV: 4.93 / 5.31
Lowest unoccupied orbital energy (spin up / spin down) in eV: 2.4 / 1.7
<S²>: 8.779
Spin multiplicity: 6
Highest occupied orbital energy (spin up / spin down) in eV: -2.5641 / -3.6576
Net charge: -1



(6)
Formula: C18H30F4N6O24
Source: the Open Molecules 2025 dataset
Level of theory: ωB97M-V/def2-TZVPD

Atoms and positions in Å:
O1 -5.40 1.24 2.11
C1 -4.48 1.01 2.78
O2 -3.93 -0.21 2.90
C2 -2.91 -0.14 3.90
C3 -2.78 1.37 4.19
F1 -1.60 1.86 3.66
O3 -3.82 1.95 3.51
H1 -3.21 -0.75 4.75
H2 -2.04 -0.58 3.43
H3 -2.77 1.55 5.26
O4 6.07 3.75 -4.48
C4 5.34 3.88 -3.60
O5 5.69 4.13 -2.32
C5 4.54 3.79 -1.50
C6 3.37 3.95 -2.45
F2 2.87 5.30 -2.44
O6 3.98 3.79 -3.71
H4 4.64 2.72 -1.22
H5 4.60 4.32 -0.55
H6 2.53 3.30 -2.22
O7 -4.59 -1.74 -0.95
C7 -4.92 -0.63 -0.95
O8 -4.16 0.42 -0.58
C8 -4.89 1.62 -0.78
C9 -6.34 1.14 -0.87
F3 -7.07 1.87 -1.78
O9 -6.17 -0.22 -1.27
H7 -4.81 2.38 -0.02
H8 -4.58 2.05 -1.74
H9 -6.81 1.14 0.12
O10 2.47 0.79 -0.72
C10 1.49 0.18 -0.60
O11 0.97 -0.57 -1.56
C11 -0.43 -0.84 -1.23
C12 -0.43 -0.60 0.28
F4 -0.15 -1.76 1.02
O12 0.58 0.36 0.43
H10 -1.08 -0.13 -1.73
H11 -0.64 -1.88 -1.44
H12 -1.41 -0.24 0.61
C13 4.01 -1.31 -2.72
N1 3.76 0.03 -3.38
O13 4.56 0.91 -3.15
O14 2.82 0.13 -4.16
H13 4.96 -1.71 -3.05
H14 3.24 -1.99 -3.08
H15 3.88 -1.21 -1.65
C14 -3.32 -4.17 2.19
N2 -2.01 -4.83 1.93
O15 -1.66 -5.70 2.70
O16 -1.39 -4.45 0.95
H16 -3.81 -4.06 1.22
H17 -3.19 -3.27 2.76
H18 -3.96 -4.89 2.71
C15 0.03 -3.12 -4.42
N3 -1.32 -2.50 -4.48
O17 -2.26 -3.22 -4.66
O18 -1.37 -1.29 -4.37
H19 0.55 -2.78 -5.31
H20 -0.11 -4.19 -4.45
H21 0.55 -2.80 -3.52
C16 1.43 0.53 3.47
N4 0.99 1.07 4.76
O19 0.83 0.31 5.64
O20 0.85 2.24 4.84
H22 2.44 0.16 3.61
H23 1.50 1.32 2.73
H24 0.74 -0.22 3.10
C17 1.95 -4.23 1.19
N5 2.58 -3.47 0.05
O21 2.53 -3.96 -1.07
O22 3.13 -2.40 0.32
H25 0.93 -3.84 1.25
H26 2.52 -4.07 2.08
H27 1.88 -5.27 0.90
C18 1.76 3.52 0.87
N6 2.32 4.86 1.15
O23 3.47 4.91 1.42
O24 1.58 5.81 1.02
H28 1.30 3.52 -0.12
H29 0.97 3.27 1.58
H30 2.57 2.81 0.91

## Properties
Frontier orbital gap in eV: 10.22
ΔE to the lowest compared entry with this formula, charge and spin in eV: 1.035
Lowest unoccupied orbital energy in eV: -0.6
SMILES string: O=C1OC[C@@H](F)O1.O=C1OC[C@@H](F)O1.O=C1OC[C@@H](F)O1.O=C1OC[C@@H](F)O1.C[N+](=O)[O-].C[N+](=O)[O-].C[N+](=O)[O-].C[N+](=O)[O-].C[N+](=O)[O-].C[N+](=O)[O-]
Highest occupied orbital energy in eV: -10.8549



(7)
Formula: C18H30N3O4S
Source: the Open Molecules 2025 dataset
Level of theory: ωB97M-V/def2-TZVPD

Atoms and positions in Å:
C1 -4.31 0.14 2.78
C2 -4.58 1.39 1.97
O1 -4.24 1.14 0.61
C3 -4.57 2.18 -0.28
C4 -4.09 1.79 -1.68
C5 -2.57 1.72 -1.75
N1 -2.05 0.69 -0.82
C6 -1.99 -0.69 -1.34
C7 -1.53 -1.53 -0.13
O2 -1.95 -1.20 0.96
N2 -0.72 -2.58 -0.33
C8 -0.02 -2.89 -1.55
C9 1.33 -2.13 -1.56
N3 1.73 -1.84 -0.20
S1 1.45 -0.29 0.39
O3 0.58 0.42 -0.56
O4 0.99 -0.37 1.73
C10 3.07 0.43 0.32
C11 3.54 0.97 -0.86
C12 4.83 1.48 -0.90
C13 5.65 1.44 0.22
C14 7.03 2.00 0.18
C15 5.15 0.89 1.40
C16 3.86 0.38 1.45
C17 1.46 -2.92 0.73
C18 -0.07 -3.16 0.83
H1 -4.96 -0.66 2.45
H2 -3.28 -0.18 2.65
H3 -4.50 0.34 3.83
H4 -5.64 1.67 2.02
H5 -3.98 2.24 2.34
H6 -5.65 2.34 -0.29
H7 -4.09 3.12 0.04
H8 -4.44 2.53 -2.40
H9 -4.53 0.83 -1.94
H10 -2.23 1.50 -2.76
H11 -2.14 2.68 -1.45
H12 -2.67 0.68 0.03
H13 -1.06 0.88 -0.53
H14 -2.99 -1.02 -1.64
H15 -1.31 -0.72 -2.18
H16 0.16 -3.97 -1.54
H17 -0.62 -2.67 -2.43
H18 1.24 -1.17 -2.07
H19 2.11 -2.72 -2.05
H20 2.90 1.01 -1.72
H21 5.20 1.91 -1.82
H22 7.74 1.30 0.64
H23 7.08 2.92 0.75
H24 7.35 2.21 -0.84
H25 5.77 0.86 2.28
H26 3.46 -0.04 2.36
H27 1.86 -2.64 1.69
H28 1.98 -3.81 0.36
H29 -0.29 -4.23 0.88
H30 -0.47 -2.67 1.72

## Properties
Frontier orbital gap in eV: 9.82
ΔE to the lowest compared entry with this formula, charge and spin in eV: 0.000
Lowest unoccupied orbital energy in eV: -2.0
SMILES string: CCOCCC[NH2+]CC(=O)N1CCN(S(=O)(=O)c2ccc(C)cc2)CC1
Highest occupied orbital energy in eV: -11.7950
Net charge: +1